{
  "formula": "C26H24F3NO2",
  "method": "wB97M-V/def2-TZVPD",
  "elements": ["C", "C", "O", "C", "C", "C", "N", "C", "C", "C", "C", "C", "C", "C", "O", "H", "H", "H", "H", "H", "H", "H", "H", "H", "H", "H", "H", "H", "H", "F", "C", "F", "F", "C", "C", "C", "C", "C", "C", "C", "C", "C", "C", "C", "C", "C", "H", "H", "H", "H", "H", "H", "H", "H", "H", "H"],
  "positions_angstrom": [[2.415, -2.974, 3.337], [2.722, -1.524, 3.557], [1.652, -0.730, 2.960], [2.099, 0.488, 2.647], [1.047, 1.527, 2.239], [1.134, 2.535, 3.373], [-0.267, 0.878, 2.170], [-1.337, 1.320, 2.720], [-2.502, 0.456, 2.974], [-3.761, 0.959, 3.379], [-4.837, 0.089, 3.549], [-4.667, -1.289, 3.354], [-3.407, -1.800, 3.009], [-2.330, -0.930, 2.819], [3.285, 0.802, 2.677], [3.139, -3.557, 3.915], [1.403, -3.260, 3.644], [2.550, -3.229, 2.278], [2.766, -1.257, 4.623], [3.671, -1.261, 3.077], [2.148, 2.951, 3.430], [0.415, 3.348, 3.245], [0.921, 2.016, 4.319], [-1.484, 2.366, 3.062], [-3.876, 2.034, 3.544], [-5.818, 0.483, 3.831], [-5.515, -1.962, 3.478], [-3.260, -2.872, 2.881], [-1.336, -1.295, 2.547], [-0.416, -1.499, -4.028], [0.913, -1.361, -3.724], [1.417, -2.612, -3.552], [1.522, -0.833, -4.834], [1.113, -0.479, -2.533], [1.779, -0.941, -1.407], [1.876, -0.107, -0.295], [1.318, 1.177, -0.295], [1.481, 2.098, 0.911], [0.906, 3.505, 0.732], [1.746, 4.584, 1.039], [1.247, 5.886, 1.057], [-0.093, 6.121, 0.743], [-0.916, 5.062, 0.355], [-0.425, 3.747, 0.374], [0.771, 1.649, -1.497], [0.650, 0.826, -2.610], [2.203, -1.939, -1.378], [2.419, -0.488, 0.571], [2.567, 2.234, 1.017], [2.789, 4.386, 1.306], [1.917, 6.696, 1.350], [-0.490, 7.139, 0.799], [-1.955, 5.244, 0.070], [-1.093, 2.916, 0.112], [0.409, 2.670, -1.579], [0.189, 1.203, -3.515]],
  "forces_ev_per_angstrom": [[0.01, -0.44, -0.11], [-0.15, -0.16, 0.00], [0.79, 0.40, 0.41], [1.18, 0.20, -0.37], [-1.17, -0.70, 0.75], [0.15, 0.45, 0.50], [-0.66, -0.26, 0.71], [0.94, 0.64, -0.21], [-0.58, -0.72, -0.28], [0.69, -0.17, -0.29], [0.09, -0.19, -0.02], [0.37, 0.23, -0.05], [-0.05, 0.46, 0.04], [-0.39, -0.04, 0.05], [-1.44, -0.20, 0.11], [-0.14, -0.06, -0.09], [0.20, 0.13, 0.00], [-0.12, 0.00, 0.22], [0.02, -0.05, -0.31], [-0.28, -0.03, 0.27], [-0.32, -0.04, -0.02], [0.17, -0.10, 0.05], [0.02, 0.19, -0.17], [0.37, -0.36, 0.06], [-0.03, -0.33, -0.09], [0.35, -0.14, -0.08], [0.20, 0.15, 0.00], [-0.09, 0.22, 0.03], [-0.38, 0.11, 0.06], [1.01, 0.05, 0.08], [-0.03, -0.30, -0.63], [-0.35, 0.75, -0.18], [-0.54, -0.49, 0.63], [0.10, -0.23, -0.30], [-0.22, 0.37, 0.35], [0.01, -0.18, 0.00], [0.16, 0.05, -0.42], [0.44, 1.06, -1.18], [0.17, -0.15, -0.01], [-0.33, 0.03, -0.08], [0.05, -0.21, 0.11], [0.07, 0.15, -0.11], [0.14, -0.33, 0.24], [-0.13, 0.36, 0.10], [-0.17, -0.12, -0.01], [0.08, 0.05, 0.54], [-0.10, 0.13, -0.05], [-0.23, 0.17, -0.30], [-0.20, 0.04, 0.01], [-0.35, 0.10, -0.11], [-0.32, -0.14, -0.15], [0.12, -0.37, -0.12], [0.33, -0.03, 0.12], [0.34, 0.36, 0.16], [0.15, -0.26, 0.07], [0.04, -0.08, 0.03]],
  "smiles": "CCOC(=O)[C@](C)(/N=C/c1ccccc1)[C@H](c1ccccc1)c1ccc(C(F)(F)F)cc1",
  "homo_ev": -8.957,
  "lumo_ev": 0.262,
  "orbital_gap_ev": 9.218,
  "e_tot_ev": -41089.517
}